Record 1
Density functional theory data (ωB97M-V with the def2-TZVPD basis set) for a 12-piece molecular cluster, C5H36N2O11 overall at a distorted geometry.

The calculation puts the gap between HOMO and LUMO at 8.743 eV. The calculation puts the HOMO energy at -8.75 eV.

Cartesian coordinates (Å):
C1 0.397 -0.838 -2.755
N1 1.100 0.351 -2.255
C2 2.139 -0.076 -1.301
C3 1.652 1.307 -3.328
C4 -1.000 -0.712 -1.896
C5 -2.197 -1.475 -2.400
N2 -0.772 -0.706 -0.439
H1 0.761 -1.840 -2.570
H2 0.032 -0.642 -3.831
H3 1.704 -0.164 -0.317
H4 2.543 -1.136 -1.524
H5 3.047 0.472 -1.123
H6 0.913 2.092 -3.523
H7 1.809 0.795 -4.269
H8 2.663 1.604 -2.974
H9 -1.104 0.315 -2.132
H10 -2.392 -2.422 -1.958
H11 -3.167 -0.993 -2.456
H12 -2.220 -2.008 -3.460
H13 -0.179 0.123 -0.244
H14 -0.262 -1.488 -0.076
H15 0.480 -0.994 2.860
H16 -0.666 -2.018 2.886
O1 0.319 -1.948 2.830
H17 1.012 2.021 -0.967
H18 0.428 3.413 -0.537
O2 0.667 2.535 -0.221
H19 0.690 1.476 3.174
H20 -0.182 0.663 4.068
O3 0.679 0.581 3.650
H21 -3.194 1.589 -0.144
H22 -2.743 0.167 0.278
O4 -3.504 0.701 -0.023
H23 1.456 -1.819 1.410
H24 2.898 -1.958 2.114
O5 2.391 -2.086 1.336
H25 -0.911 0.861 2.063
H26 -0.337 1.860 1.068
O6 -0.878 1.816 1.871
H27 -0.103 4.541 2.919
H28 -0.875 3.260 3.157
O7 -0.008 3.639 3.202
H29 1.517 -4.122 -0.653
H30 1.088 -3.713 -2.248
O8 1.261 -3.507 -1.317
H31 -3.088 0.386 2.034
H32 -2.814 -0.419 3.306
O9 -2.546 -0.365 2.341
H33 -2.809 -2.949 1.895
H34 -2.801 -2.622 0.497
O10 -3.392 -3.055 1.163
H35 2.880 3.049 -0.222
H36 3.816 3.407 0.971
O11 3.801 3.049 0.068


Record 2
Density functional theory data (ωB97M-V with the def2-TZVPD basis set) for C42H43MnN4OSb2 as an isolated structure at a distorted geometry.

The spin multiplicity is 5. The calculation puts the gap between HOMO and LUMO (alpha / beta) at 6.149 / 6.642 eV. The calculation puts the HOMO energy (alpha / beta) at -13.24 / -13.30 eV. Its expectation value of S² is 6.086. Its charge is +2.

Cartesian coordinates (Å):
Mn1 -0.776 -0.200 0.705
C1 -3.642 -0.310 4.676
C2 -3.576 0.779 3.820
C3 -2.396 1.088 3.168
C4 -1.268 0.293 3.385
C5 -1.328 -0.793 4.258
C6 -2.519 -1.094 4.894
N1 -0.073 0.630 2.688
N2 1.120 0.031 3.223
C7 1.968 -0.536 2.295
C8 3.213 -1.002 2.734
C9 4.078 -1.567 1.826
C10 3.686 -1.634 0.493
C11 2.446 -1.147 0.144
N3 1.575 -0.615 1.012
H1 -4.563 -0.545 5.183
H2 -4.438 1.411 3.672
H3 -2.332 1.960 2.519
H4 -0.443 -1.386 4.437
H5 -2.563 -1.932 5.573
H6 3.451 -0.923 3.781
H7 5.036 -1.946 2.143
H8 4.335 -2.049 -0.262
H9 2.119 -1.183 -0.885
C12 1.160 2.768 -1.651
C13 2.107 1.617 -1.993
C14 1.612 0.714 -3.116
Sb1 -0.207 -0.519 -2.819
C15 0.625 -2.519 -2.541
C16 1.136 -3.225 -3.617
C17 1.689 -4.479 -3.417
C18 1.733 -5.030 -2.148
C19 1.205 -4.329 -1.076
C20 0.633 -3.084 -1.276
C21 -0.663 -0.796 -4.934
C22 0.360 -0.754 -5.867
C23 0.089 -1.023 -7.199
C24 -1.205 -1.306 -7.606
C25 -2.225 -1.348 -6.671
C26 -1.953 -1.097 -5.334
Sb2 -0.194 2.351 -0.001
C27 1.149 2.446 1.663
C28 0.492 1.977 2.925
C29 1.496 1.321 3.886
C30 2.897 1.822 3.823
C31 3.317 2.505 2.757
C32 2.459 2.675 1.598
C33 -0.957 4.329 0.458
C34 -0.002 5.268 0.824
C35 -0.383 6.549 1.180
C36 -1.724 6.900 1.169
C37 -2.676 5.961 0.810
C38 -2.300 4.672 0.456
H10 1.710 3.671 -1.380
H11 0.541 3.020 -2.510
H12 2.351 1.041 -1.092
H13 3.051 2.051 -2.344
H14 2.403 0.014 -3.396
H15 1.369 1.334 -3.983
H16 1.093 -2.809 -4.613
H17 2.092 -5.016 -4.261
H18 2.168 -6.006 -1.994
H19 1.247 -4.754 -0.084
H20 0.203 -2.528 -0.441
H21 1.375 -0.524 -5.571
H22 0.895 -1.013 -7.918
H23 -1.416 -1.488 -8.649
H24 -3.234 -1.579 -6.980
H25 -2.754 -1.147 -4.608
H26 -0.215 2.715 3.320
H27 1.134 1.284 4.916
H28 3.529 1.666 4.681
H29 4.310 2.921 2.709
H30 2.913 3.011 0.673
H31 1.047 5.001 0.842
H32 0.365 7.272 1.466
H33 -2.023 7.902 1.437
H34 -3.721 6.232 0.804
H35 -3.054 3.948 0.174
C39 -1.036 -3.995 2.253
C40 -1.897 -2.904 1.600
C41 -2.564 -3.412 0.312
O1 -1.114 -1.794 1.373
H36 -1.596 -4.920 2.324
H37 -0.723 -3.686 3.247
H38 -0.147 -4.155 1.647
H39 -2.696 -2.606 2.307
H40 -1.818 -3.624 -0.450
H41 -3.258 -2.663 -0.063
H42 -3.117 -4.320 0.527
N4 -3.455 0.066 -0.688
C42 -2.382 -0.078 -0.248
H43 -4.353 0.178 -1.107


Record 3
Density functional theory data (ωB97M-V with the def2-TZVPD basis set) for a 2-piece molecular cluster, C37H30N6O6 overall at a distorted geometry.

The calculation puts the gap between HOMO and LUMO at 4.650 eV. The calculation puts the HOMO energy at -7.23 eV.

Cartesian coordinates (Å):
C1 -4.857 3.867 2.092
C2 -3.826 4.267 1.241
C3 -2.876 3.334 0.810
C4 -2.839 2.038 1.351
C5 -1.673 1.074 1.042
C6 -2.128 -0.063 0.105
C7 -3.391 -0.091 -0.494
C8 -3.803 -1.202 -1.249
C9 -2.964 -2.308 -1.355
C10 -1.706 -2.294 -0.751
C11 -1.242 -1.114 -0.157
C12 -0.506 1.879 0.451
C13 0.008 1.614 -0.818
C14 1.171 2.269 -1.238
C15 1.735 3.270 -0.459
C16 1.132 3.663 0.740
C17 0.000 2.974 1.190
C18 -1.149 0.421 2.366
C19 -2.070 -0.612 3.035
C20 -1.152 -1.638 3.707
C21 0.191 -1.543 2.982
N1 0.110 -0.306 2.209
C22 1.247 0.261 1.733
C23 2.242 -0.371 1.044
C24 3.525 0.247 0.799
C25 4.423 -0.323 -0.132
C26 5.630 0.297 -0.421
C27 5.966 1.513 0.208
C28 5.071 2.101 1.119
C29 3.900 1.441 1.462
C30 -3.929 1.632 2.132
C31 -4.933 2.537 2.502
H1 -5.607 4.588 2.416
H2 -3.737 5.300 0.904
H3 -2.139 3.647 0.065
H4 -4.077 0.751 -0.382
H5 -4.788 -1.185 -1.719
H6 -3.289 -3.193 -1.912
H7 -1.090 -3.195 -0.719
H8 -0.188 -1.010 0.106
H9 -0.466 0.891 -1.486
H10 1.618 1.972 -2.188
H11 2.657 3.754 -0.786
H12 1.550 4.479 1.337
H13 -0.461 3.253 2.143
H14 -0.979 1.248 3.083
H15 -2.729 -0.137 3.770
H16 -2.691 -1.106 2.276
H17 -0.992 -1.359 4.758
H18 -1.547 -2.661 3.687
H19 1.037 -1.545 3.689
H20 0.363 -2.396 2.306
H21 1.345 1.330 1.915
H22 2.084 -1.376 0.683
H23 4.140 -1.270 -0.599
H24 6.325 -0.177 -1.121
H25 6.918 1.994 -0.006
H26 5.311 3.059 1.584
H27 3.253 1.842 2.245
H28 -4.030 0.596 2.446
H29 -5.760 2.191 3.127
O1 -0.969 -5.491 -4.891
N2 -0.564 -4.344 -4.804
C32 0.363 -3.675 -4.022
C33 0.400 -2.342 -4.443
N3 -0.441 -2.150 -5.505
O2 -1.043 -3.368 -5.691
C34 1.194 -1.370 -3.708
N4 1.578 -0.104 -4.280
O3 1.132 0.287 -5.375
O4 2.410 0.574 -3.619
C35 1.695 -1.735 -2.421
C36 1.600 -3.079 -2.026
N5 1.787 -3.682 -0.778
O5 2.337 -3.322 0.263
O6 1.250 -4.975 -0.860
N6 0.734 -5.232 -2.113
C37 0.988 -4.089 -2.821
H30 2.207 -1.021 -1.776


Record 4
Density functional theory data (ωB97M-V with the def2-TZVPD basis set) for an isolated ion of composition C10H10IO3 and charge -1 at a distorted geometry.

The calculation puts the gap between HOMO and LUMO at 6.606 eV. The calculation puts the HOMO energy at -3.87 eV. Its charge is -1.

Cartesian coordinates (Å):
C1 -0.802 -2.561 -0.047
C2 -1.451 -3.427 0.637
C3 -0.484 -1.778 -1.172
C4 -0.467 1.611 1.055
C5 1.407 -0.372 -0.259
C6 1.073 1.655 1.260
C7 1.898 0.857 0.502
C8 -0.833 0.243 0.632
C9 -0.078 -0.211 -0.680
C10 -0.410 0.666 -1.810
O1 -2.116 -3.963 1.494
O2 -0.357 -2.101 -2.317
O3 1.910 2.189 0.231
I1 -3.034 0.270 0.376
H1 -0.570 -0.622 1.364
H2 -0.860 1.959 2.037
H3 -0.739 2.354 0.257
H4 2.107 -0.672 -1.024
H5 1.240 -1.224 0.399
H6 1.427 2.029 2.214
H7 2.880 0.633 1.139
H8 0.092 0.364 -2.722
H9 -0.381 1.748 -1.669
H10 -1.451 0.355 -1.897


Record 5
Density functional theory data (ωB97M-V with the def2-TZVPD basis set) for a 13-piece molecular cluster, C60H155N9O19 overall at a distorted geometry.

The calculation puts the gap between HOMO and LUMO at 8.918 eV. The calculation puts the HOMO energy at -8.55 eV.

Cartesian coordinates (Å):
C1 5.879 -9.416 8.717
C2 5.174 -8.156 7.984
C3 4.999 -8.256 6.488
O1 3.881 -7.943 8.597
H1 5.132 -10.206 8.789
H2 6.359 -9.162 9.663
H3 6.600 -9.820 8.007
H4 5.716 -7.236 8.205
H5 4.606 -7.362 6.004
H6 4.422 -9.137 6.206
H7 5.964 -8.331 5.987
H8 4.020 -7.733 9.523
C4 -10.016 5.281 -2.803
C5 -10.336 4.211 -1.753
C6 -11.763 4.226 -1.201
O2 -10.029 2.978 -2.276
H9 -10.130 6.316 -2.478
H10 -10.675 5.227 -3.669
H11 -8.984 5.159 -3.130
H12 -9.586 4.288 -0.966
H13 -12.407 4.052 -2.063
H14 -12.140 5.175 -0.819
H15 -11.946 3.491 -0.417
H16 -9.760 2.444 -1.524
C7 -7.155 0.735 -7.868
C8 -8.584 0.992 -8.299
C9 -8.764 0.813 -9.811
O3 -9.465 0.223 -7.507
H17 -6.960 -0.326 -7.711
H18 -7.026 1.144 -6.866
H19 -6.419 1.087 -8.590
H20 -8.786 2.048 -8.125
H21 -8.207 1.520 -10.427
H22 -9.785 1.001 -10.143
H23 -8.388 -0.162 -10.121
H24 -9.361 0.555 -6.612
C10 2.577 -14.275 2.748
C11 2.483 -14.914 4.180
C12 1.281 -15.763 4.248
O4 3.614 -15.752 4.385
H25 2.709 -15.083 2.029
H26 3.374 -13.531 2.725
H27 1.728 -13.633 2.511
H28 2.534 -14.134 4.940
H29 1.326 -16.500 3.446
H30 0.428 -15.115 4.044
H31 1.081 -16.145 5.249
H32 3.593 -16.257 5.201
C13 1.041 -5.244 -8.352
O5 0.564 -6.214 -7.470
C14 -0.535 -6.909 -7.874
C15 -1.063 -7.817 -6.800
N1 -0.127 -8.974 -6.640
C16 -0.529 -9.905 -5.593
C17 0.354 -11.116 -5.478
O6 1.713 -10.751 -5.068
C18 2.637 -11.721 -5.601
H33 0.436 -4.338 -8.303
H34 1.022 -5.539 -9.401
H35 2.052 -4.982 -8.041
H36 -0.323 -7.435 -8.805
H37 -1.306 -6.160 -8.057
H38 -2.039 -8.219 -7.075
H39 -1.275 -7.340 -5.844
H40 0.776 -8.693 -6.283
H41 -1.529 -10.306 -5.757
H42 -0.589 -9.390 -4.635
H43 0.474 -11.493 -6.494
H44 0.059 -11.949 -4.841
H45 2.398 -12.731 -5.268
H46 3.646 -11.502 -5.251
H47 2.557 -11.624 -6.684
C19 -0.556 3.697 0.931
O7 -0.652 2.893 -0.255
C20 -1.983 2.350 -0.317
C21 -1.877 1.210 -1.310
N2 -0.856 0.172 -0.964
C22 -0.665 -0.772 -2.095
C23 0.441 -1.741 -1.752
O8 -0.021 -2.724 -0.822
C24 1.024 -3.641 -0.476
H48 -1.256 4.525 0.814
H49 0.450 4.090 1.078
H50 -0.750 3.074 1.804
H51 -2.652 3.124 -0.695
H52 -2.476 1.967 0.576
H53 -1.698 1.618 -2.304
H54 -2.847 0.714 -1.364
H55 -0.034 0.660 -0.639
H56 -0.423 -0.332 -3.063
H57 -1.629 -1.241 -2.293
H58 1.342 -1.274 -1.355
H59 0.768 -2.241 -2.664
H60 1.698 -3.183 0.248
H61 1.448 -4.291 -1.241
H62 0.511 -4.471 0.009
C25 8.308 -7.378 -2.408
O9 8.577 -6.202 -1.604
C26 9.296 -5.175 -2.383
C27 8.190 -4.291 -3.068
N3 8.781 -3.164 -3.879
C28 7.787 -2.498 -4.685
C29 8.476 -1.333 -5.273
O10 8.789 -0.391 -4.220
C30 9.586 0.663 -4.661
H63 9.240 -7.686 -2.882
H64 7.649 -7.162 -3.249
H65 7.977 -8.230 -1.815
H66 9.951 -5.619 -3.133
H67 9.898 -4.556 -1.717
H68 7.447 -3.839 -2.410
H69 7.567 -4.910 -3.714
H70 9.314 -2.534 -3.295
H71 6.963 -2.218 -4.029
H72 7.532 -3.075 -5.574
H73 7.710 -0.932 -5.936
H74 9.281 -1.702 -5.907
H75 9.163 1.113 -5.559
H76 10.565 0.220 -4.843
H77 9.743 1.310 -3.797
C31 3.161 5.896 -2.266
O11 3.538 4.994 -1.184
C32 4.181 3.762 -1.543
C33 4.785 3.056 -0.335
N4 3.727 2.512 0.533
C34 4.283 2.206 1.916
C35 5.276 0.990 1.908
O12 5.958 0.897 3.202
C36 5.117 0.387 4.255
H78 2.388 5.385 -2.839
H79 3.822 6.195 -3.079
H80 2.678 6.789 -1.868
H81 5.057 4.048 -2.126
H82 3.463 3.212 -2.152
H83 5.315 3.936 0.030
H84 5.569 2.345 -0.598
H85 3.005 3.208 0.658
H86 3.497 1.943 2.624
H87 4.781 3.022 2.439
H88 6.073 1.148 1.182
H89 4.979 -0.010 1.589
H90 5.679 0.052 5.127
H91 4.473 -0.412 3.889
H92 4.507 1.215 4.617
C37 -2.979 12.198 10.117
O13 -3.086 11.386 8.973
C38 -2.014 10.535 8.779
C39 -2.253 9.658 7.608
N5 -3.192 8.545 7.894
C40 -4.554 8.954 8.027
C41 -5.524 7.795 7.980
O14 -5.621 7.184 6.710
C42 -6.542 6.126 6.843
H93 -3.072 11.589 11.016
H94 -3.685 13.027 10.056
H95 -1.990 12.648 10.200
H96 -1.787 9.979 9.689
H97 -1.137 11.164 8.624
H98 -1.313 9.164 7.363
H99 -2.502 10.289 6.755
H100 -3.272 7.890 7.129
H101 -4.750 9.680 7.237
H102 -4.637 9.317 9.051
H103 -6.512 8.086 8.337
H104 -5.290 7.031 8.721
H105 -6.289 5.453 7.662
H106 -6.540 5.449 5.989
H107 -7.586 6.430 6.922
C43 2.261 13.374 4.789
O15 3.107 12.212 4.801
C44 4.305 12.370 4.025
C45 4.848 10.968 3.634
N6 5.348 10.276 4.869
C46 5.661 8.879 4.535
C47 5.728 8.134 5.841
O16 4.400 8.053 6.397
C48 4.319 7.376 7.647
H108 2.001 13.668 3.772
H109 2.592 14.264 5.323
H110 1.305 13.173 5.273
H111 4.961 12.988 4.638
H112 4.123 12.912 3.097
H113 5.648 11.148 2.917
H114 4.043 10.468 3.095
H115 4.585 10.344 5.527
H116 6.651 8.870 4.080
H117 5.018 8.426 3.780
H118 6.463 8.632 6.474
H119 6.014 7.108 5.612
H120 3.450 7.736 8.197
H121 5.163 7.656 8.278
H122 4.164 6.310 7.485
C49 -0.993 -3.189 4.969
C50 -2.310 -2.405 4.855
C51 -2.109 -0.965 5.191
O17 -1.426 -0.864 6.446
C52 -1.420 0.443 6.992
N7 -2.881 -2.513 3.536
H123 -0.967 -4.144 4.445
H124 -0.806 -3.482 6.002
H125 -0.129 -2.618 4.630
H126 -3.057 -2.782 5.553
H127 -3.055 -0.440 5.323
H128 -1.551 -0.354 4.481
H129 -0.644 0.546 7.750
H130 -2.372 0.614 7.494
H131 -1.089 1.227 6.311
H132 -2.295 -2.158 2.794
H133 -2.948 -3.491 3.293
C53 -9.831 -3.310 1.458
C54 -9.698 -2.252 2.626
C55 -9.567 -2.862 4.015
O18 -9.545 -1.809 5.005
C56 -9.322 -2.289 6.303
N8 -8.581 -1.408 2.205
H134 -8.976 -3.985 1.481
H135 -9.734 -2.875 0.463
H136 -10.824 -3.727 1.625
H137 -10.603 -1.645 2.647
H138 -8.702 -3.526 4.022
H139 -10.433 -3.502 4.184
H140 -10.036 -3.011 6.699
H141 -9.302 -1.421 6.962
H142 -8.332 -2.737 6.388
H143 -8.252 -0.788 2.931
H144 -7.758 -1.974 2.056
C57 -0.658 1.287 -15.023
C58 -0.110 2.772 -14.790
C59 0.873 2.954 -13.636
O19 0.204 2.830 -12.373
C60 1.006 3.144 -11.205
N9 0.585 3.110 -16.026
H145 0.128 0.581 -15.290
H146 -1.421 1.273 -15.801
H147 -1.146 0.920 -14.119
H148 -0.987 3.411 -14.682
H149 1.300 3.956 -13.690
H150 1.654 2.194 -13.605
H151 1.880 2.513 -11.048
H152 0.410 2.974 -10.309
H153 1.385 4.157 -11.343
H154 0.780 4.100 -15.996
H155 0.007 2.958 -16.840


no.,molecular weight (u)
1,300.346
2,918.291
3,654.683
4,305.091
5,1306.944